# C32H54N2O12

A cluster of 3 separate species, C32H54N2O12 in total (wB97M-V/def2-TZVPD, OMol25).

```
100
C32H54N2O12 (wB97M-V/def2-TZVPD)
C 3.805 4.660 -1.186
C 2.771 4.020 -1.345
C 1.568 3.059 -0.983
N 0.827 3.323 0.257
C 1.670 3.894 1.340
C 2.790 2.852 1.865
C 4.099 3.576 2.440
C 5.360 3.001 1.642
O 0.594 3.470 -2.018
C 0.828 2.694 -3.193
O 0.980 3.051 -4.328
C 0.769 1.213 -2.568
C 1.061 -0.010 -3.532
C 1.330 -1.386 -2.796
C 0.063 -2.285 -2.583
O -0.894 -2.376 -3.332
N 0.036 -3.063 -1.322
C -0.537 -2.284 -0.234
C -2.026 -2.140 -0.188
C -2.680 -1.335 0.867
C -1.920 -0.610 1.951
C -0.422 -0.799 1.916
C 0.249 -1.619 0.844
C -0.796 1.081 -2.261
O -1.169 1.383 -0.900
C -2.170 2.416 -0.848
O -3.406 2.035 -1.462
C -4.351 1.501 -0.509
C -5.410 2.586 -0.014
O -4.719 3.670 0.643
C 1.767 1.501 -1.352
C 3.235 0.929 -1.406
O 3.446 -0.073 -0.348
O 4.283 -1.012 -0.921
H 4.696 5.324 -1.319
H 0.495 2.422 0.638
H 2.094 4.912 1.120
H 0.975 4.034 2.234
H 2.324 2.306 2.753
H 3.021 2.047 1.107
H 4.002 4.698 2.397
H 4.229 3.244 3.520
H 6.054 3.862 1.412
H 5.084 2.471 0.680
H 5.940 2.242 2.257
H 1.892 0.281 -4.254
H 0.129 -0.163 -4.171
H 1.854 -1.305 -1.803
H 2.031 -1.980 -3.472
H -0.444 -3.956 -1.468
H -2.640 -2.649 -0.975
H -3.797 -1.201 0.885
H -2.428 0.013 2.739
H 0.149 -0.260 2.722
H 1.370 -1.691 0.869
H -1.315 1.860 -2.917
H -1.254 0.091 -2.540
H -2.281 2.672 0.257
H -1.836 3.372 -1.352
H -3.792 1.158 0.409
H -4.886 0.643 -1.023
H -6.079 2.923 -0.857
H -6.008 2.070 0.804
H -4.231 4.202 -0.018
H 1.297 0.849 -0.537
H 4.051 1.696 -1.275
H 3.465 0.378 -2.375
H 5.167 -0.952 -0.501
C 4.893 -6.826 -4.389
O 4.675 -6.898 -2.988
C 5.161 -5.746 -2.304
C 4.025 -4.809 -1.924
O 3.436 -4.214 -3.077
C 2.197 -4.812 -3.422
H 4.340 -7.639 -4.860
H 4.542 -5.879 -4.805
H 5.958 -6.955 -4.609
H 5.914 -5.224 -2.903
H 5.644 -6.101 -1.389
H 4.432 -3.993 -1.318
H 3.272 -5.330 -1.324
H 1.433 -4.527 -2.694
H 2.272 -5.902 -3.471
H 1.900 -4.440 -4.404
C -6.243 -1.453 4.422
O -5.184 -0.553 4.133
C -5.658 0.689 3.612
C -5.623 1.780 4.671
O -6.576 1.533 5.700
C -5.977 1.024 6.882
H -5.831 -2.294 4.982
H -7.021 -0.981 5.027
H -6.677 -1.832 3.491
H -6.664 0.580 3.195
H -4.983 0.969 2.796
H -5.899 2.730 4.203
H -4.616 1.890 5.086
H -5.411 1.815 7.384
H -5.318 0.178 6.669
H -6.772 0.687 7.548
```

- SMILES string: C#C[C@@]1(NCCCC)OC(=O)[C@](CCC(=O)Nc2ccccc2)(COCOCCO)[C@H]1COO.COCCOC.COCCOC
- HOMO-LUMO gap: 9.24 eV
- LUMO: 0.4 eV
- ΔE to the lowest compared entry with this formula, charge and spin: 327.6 kcal per mole

---

# C32H55Cl20O8PS

A structure of composition C32H55Cl20O8PS (wB97M-V/def2-TZVPD, OMol25).

```
117
C32H55Cl20O8PS (wB97M-V/def2-TZVPD)
C 2.561 -3.844 3.579
C 2.193 -2.433 3.516
C 1.099 -2.083 2.405
C 1.390 -2.098 1.007
C 2.866 -2.475 0.594
C 3.255 -2.173 -0.923
C 3.997 -0.747 -1.129
C 5.560 -0.820 -0.774
C 5.924 -0.386 0.720
C 5.379 1.048 1.158
C 6.186 2.271 0.477
C 5.360 3.658 0.584
C 4.906 4.013 2.079
C 3.291 4.196 2.074
C 0.192 -1.783 0.042
O 0.005 -2.254 -1.093
C -0.949 -0.788 0.579
C -1.757 0.114 -0.439
C -1.385 1.668 -0.407
C -2.717 2.575 -0.545
S -2.850 3.444 -2.171
O -2.930 4.926 -1.889
O -1.793 3.083 -3.160
O -4.325 3.052 -2.898
C -1.228 -0.775 1.955
C -2.363 0.121 2.645
P -4.132 -0.405 2.141
O -4.857 0.660 1.306
O -4.130 -1.855 1.259
O -5.043 -0.552 3.598
C -0.352 -1.722 2.927
O -0.773 -2.145 4.038
H 2.041 -4.524 4.335
H 3.315 -4.225 2.826
H 2.627 -1.673 4.231
H 3.558 -1.834 1.251
H 3.137 -3.570 0.806
H 2.417 -2.294 -1.674
H 4.049 -2.953 -1.213
H 3.948 -0.561 -2.262
H 3.426 0.052 -0.563
H 5.998 -1.859 -0.922
H 6.139 -0.116 -1.470
H 5.636 -1.160 1.512
H 7.071 -0.321 0.766
H 5.577 1.143 2.287
H 4.252 1.177 1.040
H 7.152 2.450 1.071
H 6.420 2.062 -0.613
H 6.059 4.485 0.198
H 4.446 3.621 -0.102
H 5.193 3.243 2.858
H 5.359 5.034 2.325
H 3.046 5.008 2.833
H 2.907 4.580 1.069
H 2.828 3.192 2.349
H -1.496 -0.266 -1.491
H -2.887 -0.052 -0.339
H -0.863 1.989 0.560
H -0.644 1.859 -1.251
H -2.781 3.378 0.266
H -3.662 1.925 -0.447
H -5.054 3.178 -2.250
H -2.215 1.237 2.495
H -2.314 -0.095 3.772
H -5.059 -2.057 0.997
H -5.219 0.389 3.841
C -3.294 -4.446 4.286
Cl -3.448 -6.204 4.408
Cl -4.021 -3.608 5.657
H -2.237 -4.191 4.245
H -3.790 -4.119 3.374
C -3.912 -7.926 1.102
Cl -5.357 -8.872 0.729
Cl -2.446 -8.751 0.561
H -3.978 -6.964 0.596
H -3.855 -7.773 2.178
C -1.526 2.125 -4.890
Cl -1.995 0.552 -4.234
Cl -1.874 2.227 -6.620
H -2.081 2.904 -4.370
H -0.458 2.267 -4.736
C -3.751 8.049 -0.320
Cl -5.144 9.094 -0.635
Cl -3.266 8.129 1.379
H -4.013 7.021 -0.564
H -2.918 8.374 -0.941
C -4.437 9.180 4.671
Cl -2.909 8.474 5.211
Cl -5.805 8.512 5.570
H -4.404 10.256 4.827
H -4.572 8.965 3.613
C -2.666 -7.958 -3.118
Cl -1.619 -8.699 -4.335
Cl -4.247 -7.548 -3.796
H -2.805 -8.659 -2.298
H -2.194 -7.050 -2.751
C 8.793 -3.263 -2.169
Cl 8.593 -4.060 -0.603
Cl 7.677 -1.903 -2.339
H 9.814 -2.896 -2.250
H 8.596 -3.984 -2.960
C 0.558 -2.026 -4.171
Cl 1.655 -0.862 -4.921
Cl 0.784 -3.652 -4.833
H 0.752 -2.055 -3.100
H -0.467 -1.710 -4.351
C -8.128 7.919 -3.259
Cl -6.628 6.986 -3.206
Cl -9.150 7.569 -1.859
H -7.884 8.980 -3.261
H -8.671 7.663 -4.166
C 1.080 -6.647 -2.792
Cl 2.625 -7.503 -2.850
Cl 0.084 -7.195 -1.440
H 1.269 -5.582 -2.675
H 0.542 -6.826 -3.722
```

- HOMO-LUMO gap: 6.48 eV
- LUMO: -1.9 eV

---

# C32H56As2F12HfN8

A structure of composition C32H56As2F12HfN8 (wB97M-V/def2-TZVPD, OMol25).

```
111
C32H56As2F12HfN8 (wB97M-V/def2-TZVPD)
Hf -13.717 4.509 0.240
As -16.237 3.491 -3.276
F -17.275 2.870 -4.610
F -16.656 2.084 -2.272
F -15.099 4.123 -1.962
F -15.753 4.863 -4.326
F -17.682 4.364 -2.631
F -14.868 2.531 -3.916
As -13.439 7.573 -2.669
F -13.625 6.189 -1.514
F -13.812 8.678 -1.368
F -13.180 8.945 -3.769
F -13.081 6.369 -3.949
F -15.196 7.649 -3.023
F -11.656 7.633 -2.320
C -18.137 0.520 2.368
C -18.584 0.770 0.899
C -18.480 2.259 0.572
C -17.129 2.882 0.612
N -16.074 3.375 0.649
H -17.086 0.752 2.540
H -18.202 -0.539 2.618
H -18.673 1.149 3.079
H -19.600 0.393 0.781
H -17.942 0.158 0.265
H -19.075 2.790 1.316
H -18.940 2.486 -0.389
C -22.531 1.878 -2.913
C -21.215 1.446 -3.585
C -20.521 2.547 -4.404
C -21.325 3.187 -5.447
N -21.948 3.709 -6.258
H -23.055 1.040 -2.453
H -23.147 2.344 -3.682
H -22.260 2.619 -2.161
H -21.541 0.631 -4.232
H -20.429 1.109 -2.909
H -19.649 2.197 -4.956
H -20.135 3.330 -3.751
C -18.689 5.557 -6.053
C -17.883 6.864 -5.833
C -17.908 7.447 -4.427
C -19.199 7.492 -3.827
N -20.244 7.524 -3.285
H -18.755 5.462 -7.137
H -19.722 5.737 -5.755
H -18.350 4.628 -5.596
H -18.130 7.672 -6.521
H -16.847 6.580 -6.015
H -17.391 8.405 -4.370
H -17.268 6.792 -3.836
C -11.515 -0.250 -2.868
C -12.977 -0.115 -3.432
C -14.039 -0.062 -2.341
C -13.995 1.117 -1.434
N -13.966 2.034 -0.711
H -10.780 -0.354 -3.666
H -11.516 -1.117 -2.208
H -11.161 0.647 -2.359
H -13.172 -0.986 -4.058
H -13.003 0.788 -4.042
H -13.843 -0.890 -1.659
H -15.014 -0.114 -2.825
C -15.684 -1.443 -7.564
C -15.454 -0.877 -6.148
C -16.493 0.179 -5.660
C -17.914 -0.210 -5.902
N -18.999 -0.535 -6.112
H -15.003 -2.273 -7.751
H -15.522 -0.670 -8.314
H -16.697 -1.769 -7.797
H -14.459 -0.472 -5.965
H -15.602 -1.689 -5.437
H -16.322 1.105 -6.209
H -16.393 0.495 -4.621
C -9.329 2.622 -4.570
C -10.218 3.819 -5.045
C -11.726 3.514 -4.719
C -12.087 3.640 -3.280
N -12.398 3.822 -2.147
H -9.564 2.307 -3.553
H -8.283 2.903 -4.690
H -9.445 1.746 -5.209
H -9.977 3.975 -6.096
H -9.913 4.711 -4.499
H -11.982 2.482 -4.960
H -12.285 4.223 -5.330
C -19.697 5.374 -0.302
C -19.513 6.743 0.271
C -18.156 7.386 -0.292
C -16.973 6.545 -0.259
N -15.953 5.948 -0.249
H -18.802 4.755 -0.241
H -19.960 5.442 -1.358
H -20.457 4.784 0.209
H -19.376 6.649 1.348
H -20.342 7.425 0.084
H -17.969 8.338 0.204
H -18.311 7.664 -1.335
C -12.602 4.144 -8.443
C -13.962 4.656 -8.005
C -14.838 3.607 -7.487
C -15.110 2.531 -8.444
N -15.273 1.634 -9.187
H -12.055 4.913 -8.987
H -12.588 3.322 -9.159
H -11.988 3.792 -7.614
H -14.385 5.174 -8.865
H -13.895 5.401 -7.212
H -15.764 4.040 -7.108
H -14.409 3.123 -6.610
```

- Spin multiplicity: 2
- HOMO-LUMO gap (spin up / spin down): 5.81 / 6.16 eV
- LUMO (spin up / spin down): -6.7 / -6.3 eV
- <S²>: 0.7508
- ΔE to the lowest compared entry with this formula, charge and spin: 5.2 kcal per mole
- Total charge: +1

---

# C32H56AsClIrN3O2PS3

A structure of composition C32H56AsClIrN3O2PS3 (wB97M-V/def2-TZVPD, OMol25).

```
100
C32H56AsClIrN3O2PS3 (wB97M-V/def2-TZVPD)
Ir -6.292 -17.458 7.047
C -5.568 -19.675 10.446
C -5.724 -20.221 9.086
S -6.874 -19.610 7.908
C -5.085 -21.278 8.473
C -3.960 -22.168 8.933
S -5.958 -21.546 7.087
H -6.432 -19.701 11.027
H -5.224 -18.640 10.231
H -4.714 -20.207 10.885
H -3.946 -22.332 10.024
H -3.009 -21.684 8.636
H -4.050 -23.147 8.469
Cl 0.244 -17.075 3.715
C -1.254 -17.545 4.259
C -2.295 -17.988 3.345
C -3.604 -17.975 3.695
C -3.928 -17.869 5.039
O -5.244 -17.963 5.287
C -2.900 -17.610 6.036
C -3.282 -17.552 7.394
O -4.477 -17.587 7.942
C -1.572 -17.372 5.572
H -1.852 -18.225 2.390
H -4.365 -18.261 3.006
H -2.487 -17.517 8.194
H -0.825 -16.812 6.128
C -8.302 -15.808 3.236
C -9.416 -15.862 4.326
C -9.148 -14.704 5.294
C -10.745 -15.602 3.461
P -9.289 -17.427 5.322
N -7.898 -17.348 6.214
C -10.903 -17.498 6.336
C -11.363 -16.110 6.973
C -12.095 -18.025 5.455
C -10.608 -18.341 7.554
C -9.172 -18.972 4.173
C -10.210 -18.984 3.003
C -9.470 -20.204 5.135
C -7.752 -19.238 3.600
H -8.206 -14.761 2.877
H -8.681 -16.406 2.412
H -7.243 -16.194 3.549
H -9.118 -13.768 4.726
H -8.175 -14.789 5.843
H -9.869 -14.648 6.086
H -10.416 -15.017 2.641
H -11.599 -15.114 3.972
H -11.121 -16.512 3.093
H -11.589 -15.385 6.144
H -10.609 -15.748 7.703
H -12.401 -16.190 7.469
H -11.925 -18.061 4.350
H -12.933 -17.279 5.504
H -12.416 -19.041 5.667
H -9.673 -18.097 8.014
H -10.705 -19.413 7.366
H -11.396 -18.179 8.372
H -11.324 -19.194 3.243
H -9.956 -19.879 2.385
H -10.202 -18.115 2.392
H -10.425 -20.050 5.674
H -8.597 -20.560 5.709
H -9.727 -20.956 4.366
H -7.390 -18.596 2.733
H -7.589 -20.287 3.312
H -7.093 -19.144 4.473
N -5.517 -15.716 6.519
C -5.057 -14.717 6.056
N -4.459 -13.574 5.809
C -3.140 -13.326 6.398
C -2.118 -12.655 5.435
C -2.724 -11.710 4.398
C -4.058 -12.227 3.766
C -5.048 -12.601 4.852
H -2.858 -14.352 6.773
H -3.292 -12.675 7.270
H -1.530 -13.362 4.873
H -1.371 -12.135 6.015
H -1.963 -11.595 3.601
H -2.789 -10.736 4.861
H -3.950 -13.139 3.230
H -4.471 -11.404 3.102
H -5.913 -13.149 4.431
H -5.405 -11.780 5.499
C -6.749 -13.188 9.308
As -6.478 -15.000 10.097
C -4.577 -15.237 10.711
C -7.523 -14.995 11.786
S -7.274 -16.777 9.082
H -6.881 -12.431 10.060
H -7.527 -13.101 8.481
H -5.787 -12.999 8.775
H -3.911 -14.644 10.123
H -4.248 -16.267 10.645
H -4.461 -14.849 11.734
H -7.131 -15.745 12.465
H -8.594 -15.080 11.571
H -7.429 -13.924 12.060
```

- Spin multiplicity: 6
- HOMO-LUMO gap (spin up / spin down): 4.37 / 5.18 eV
- LUMO (spin up / spin down): 0.0 / -0.8 eV
- <S²>: 8.8171
- ΔE to the lowest compared entry with this formula, charge and spin: 64.4 kcal per mole